{
  "formula": "C4H11NO2",
  "method": "wB97M-V/def2-TZVPD",
  "symbols": ["C", "H", "H", "H", "N", "O", "O", "C", "H", "C", "H", "H", "H", "H", "C", "H", "H", "H"],
  "coordinates": [[-0.091, -1.623, -0.124], [0.799, -1.797, -0.735], [0.663, 2.145, 1.100], [1.193, 1.326, 2.545], [1.263, 0.145, 0.832], [-0.387, 1.849, -1.687], [-0.987, 0.373, 0.855], [-0.007, -0.272, 0.539], [2.406, 1.811, 1.307], [-1.415, -1.881, -0.829], [-1.542, -1.272, -1.722], [1.930, 0.021, 0.089], [-1.561, -2.950, -1.006], [-2.216, -1.624, -0.142], [1.405, 1.447, 1.491], [-0.260, 2.765, -1.989], [-1.216, 1.912, -1.193], [0.023, -2.376, 0.670]],
  "e_tot_ha": -364.2557,
  "smiles": "CCC(=O)NC.O",
  "charge": 0,
  "homo_lumo_gap_ev": 10.395,
  "e_lumo_ev": 0.8
}

=====

{
  "formula": "C4H11NO2",
  "method": "wB97M-V/def2-TZVPD",
  "symbols": ["N", "O", "H", "C", "H", "H", "H", "H", "H", "C", "C", "H", "C", "H", "H", "O", "H", "H"],
  "coordinates": [[-0.715, -0.014, 0.901], [2.039, 0.114, -1.493], [-0.747, -0.037, 1.913], [0.216, 1.689, -1.130], [1.920, 1.418, 0.167], [-0.731, 1.153, -1.198], [-2.604, -0.697, 0.521], [1.289, -0.173, 1.433], [0.863, -1.240, 0.108], [1.302, 0.826, -0.502], [-1.597, -1.110, 0.489], [-1.311, -1.376, -0.531], [0.695, -0.237, 0.511], [-0.984, -2.224, 2.034], [1.376, -0.476, -1.877], [-1.545, -2.273, 1.259], [0.514, 2.082, -2.094], [0.022, 2.575, -0.510]],
  "e_tot_ha": -364.1981,
  "smiles": "C[C@H](O)CNCO",
  "charge": 0,
  "homo_lumo_gap_ev": 10.249,
  "e_lumo_ev": 0.7
}

=====

{
  "formula": "C4H11NO2",
  "method": "wB97M-V/def2-TZVPD",
  "symbols": ["H", "C", "H", "H", "C", "C", "H", "C", "H", "O", "N", "H", "H", "H", "H", "O", "H", "H"],
  "coordinates": [[-1.629, 2.207, -0.674], [-1.359, -0.824, -0.792], [1.324, -1.329, -0.107], [-1.373, -1.881, -0.458], [-0.728, -0.026, 2.259], [-0.796, 0.239, -0.101], [2.735, 0.196, -0.696], [-0.722, 1.616, -0.689], [-0.212, 1.529, -1.667], [1.112, -2.269, -0.149], [-0.064, 0.101, 1.141], [-0.179, -0.142, 3.251], [-0.117, 2.126, 0.103], [-1.677, -0.467, -1.788], [1.921, -2.742, -0.212], [1.959, 0.513, -1.211], [-1.824, 0.014, 2.336], [1.630, 1.139, -0.545]],
  "e_tot_ha": -364.1638,
  "smiles": "C=NC(=C)C.O.O",
  "charge": 0,
  "homo_lumo_gap_ev": 9.452,
  "e_lumo_ev": 0.8
}

=====

{
  "formula": "C4H11NO2",
  "method": "wB97M-V/def2-TZVPD",
  "symbols": ["H", "O", "O", "H", "H", "C", "H", "N", "H", "C", "H", "H", "H", "H", "C", "H", "C", "H"],
  "coordinates": [[1.353, -3.409, -0.411], [2.175, 0.943, -0.388], [-3.886, 2.458, 0.698], [-0.604, 2.175, -0.210], [-4.864, 2.553, 0.750], [1.317, 0.051, -0.386], [0.609, -1.371, -1.593], [0.074, 0.259, 0.060], [-3.744, 1.567, 0.306], [1.696, -2.423, -0.056], [1.057, -2.111, 0.787], [-1.275, 1.322, 1.215], [0.405, 1.944, 1.252], [-0.634, -0.479, 0.018], [1.589, -1.268, -1.089], [2.363, -1.171, -1.874], [-0.364, 1.480, 0.612], [2.733, -2.522, 0.308]],
  "e_tot_ha": -364.2388,
  "smiles": "CCC(=O)NC.O",
  "charge": 0,
  "homo_lumo_gap_ev": 9.818,
  "e_lumo_ev": 0.4
}

=====

{
  "formula": "C4H11NO2",
  "method": "wB97M-V/def2-TZVPD",
  "symbols": ["H", "H", "H", "H", "C", "O", "H", "C", "H", "C", "C", "H", "O", "H", "H", "H", "N", "H"],
  "coordinates": [[-0.715, -1.496, -0.425], [-3.156, -0.083, 3.231], [2.076, -1.009, -1.625], [2.720, 0.441, -2.567], [-1.114, -0.492, -0.452], [-2.440, -0.460, 3.744], [1.944, -0.908, -3.218], [1.862, -0.199, -2.357], [-1.821, -0.865, 3.164], [0.536, 0.491, -2.130], [0.764, 0.603, 0.244], [-1.849, -0.420, -1.285], [1.014, 0.065, 1.349], [0.609, 1.586, -2.198], [-1.587, -0.192, 0.455], [-0.280, 0.129, -2.773], [-0.038, 0.305, -0.753], [1.450, 1.413, -0.058]],
  "e_tot_ha": -364.1956,
  "smiles": "CCN(C)C=O.O",
  "charge": 0,
  "homo_lumo_gap_ev": 10.130,
  "e_lumo_ev": 0.7
}

=====

{
  "formula": "C4H11NO2",
  "method": "wB97M-V/def2-TZVPD",
  "symbols": ["O", "H", "H", "H", "C", "C", "H", "C", "H", "N", "H", "H", "H", "C", "H", "H", "H", "O"],
  "coordinates": [[-2.954, -0.825, 1.809], [0.364, -0.990, -1.332], [1.382, 0.500, -2.793], [0.259, 1.400, 0.357], [1.422, 0.882, -1.774], [0.176, 0.303, 0.421], [-3.498, -1.517, 1.490], [-1.587, -0.949, 1.562], [-1.891, 0.568, 0.180], [-1.215, -0.147, 0.390], [-1.332, -1.986, 1.301], [-1.022, -0.752, 2.472], [2.948, 1.692, -0.819], [0.972, -0.253, -0.806], [1.830, -0.862, -0.528], [0.695, 1.687, -1.717], [0.639, 0.101, 1.386], [2.812, 1.148, -1.599]],
  "e_tot_ha": -364.1896,
  "smiles": "OCCCNCO",
  "charge": 0,
  "homo_lumo_gap_ev": 9.678,
  "e_lumo_ev": 0.9
}